Record 1
Density functional theory data (wB97M-V/def2-TZVPD) for 2 unconnected molecules or ions with the total composition C3H6OS2 in a non-equilibrium geometry.

Geometry as XYZ:
```
12
C3H6OS2, DFT wB97M-V/def2-TZVPD
C 0.00 0.64 -0.30
C -0.58 1.55 -1.37
O 0.21 1.93 -2.33
C -0.56 0.34 0.88
S 2.01 -1.88 0.25
S 1.05 -3.29 1.20
H 0.91 0.15 -0.64
H -1.27 2.29 -0.88
H -1.34 0.86 -1.84
H -1.20 1.06 1.38
H -0.58 -0.70 1.19
H 1.35 -2.95 2.47
```

The energy relative to the best compared isomer or geometry (same formula, charge and spin) comes out at 719.09 kJ/mol. As for the total charge: 0. Its calculated total energy is -989.25464 Ha. The HOMO-LUMO gap is 3.4 eV. The multiplicity is 1.

Mulliken atomic charge list, values in e, 6 entries: 0.0624, -0.3406, -0.5368, -0.2981, 0.0003, -0.0576


Record 2
Density functional theory data (wB97M-V/def2-TZVPD) for a molecular structure, C34H31BiN4O2S3Sb.

Geometry as XYZ:
```
76
C34H31BiN4O2S3Sb, DFT wB97M-V/def2-TZVPD
Bi 0.42 -0.35 -0.78
O 0.82 3.75 -0.56
C 0.10 2.79 -0.54
O 0.30 1.73 -1.35
C -1.13 2.69 0.32
C -2.08 3.69 0.19
C -3.29 3.60 0.86
C -3.55 2.51 1.67
C -2.60 1.51 1.83
C -1.38 1.60 1.16
S -0.14 0.38 1.54
H -1.85 4.54 -0.43
H -4.02 4.39 0.76
H -4.49 2.43 2.20
H -2.79 0.67 2.48
N -2.41 1.32 -2.49
C -2.79 0.25 -1.78
N -1.95 -0.56 -1.14
C -2.64 -1.59 -0.50
C -3.97 -1.56 -0.66
S -4.44 -0.21 -1.62
C -1.87 -2.61 0.21
C -2.36 -3.63 0.95
S -1.07 -4.59 1.57
C 0.07 -3.55 0.78
N -0.48 -2.57 0.11
N 1.40 -3.76 0.86
H -1.47 1.69 -2.35
H -3.11 1.96 -2.83
H -4.71 -2.26 -0.30
H -3.38 -3.87 1.17
H 1.78 -4.43 1.50
H 2.03 -3.04 0.54
C 6.98 0.24 -0.14
C 6.49 -0.81 0.82
C 7.41 -1.59 1.52
C 7.01 -2.55 2.43
C 5.66 -2.76 2.67
C 4.73 -2.00 1.97
C 5.13 -1.04 1.05
Sb 3.57 0.03 0.08
C 4.02 2.04 0.62
C 4.54 2.94 -0.31
C 4.80 4.25 0.06
C 4.54 4.66 1.36
C 4.04 3.76 2.28
C 3.77 2.44 1.94
C 3.27 1.48 2.99
C 3.89 0.01 -2.02
C 3.32 1.08 -2.72
C 3.33 1.10 -4.11
C 3.90 0.04 -4.81
C 4.43 -1.03 -4.12
C 4.42 -1.08 -2.72
C 4.97 -2.30 -2.03
H 8.06 0.19 -0.25
H 6.72 1.24 0.22
H 6.53 0.13 -1.13
H 8.47 -1.43 1.35
H 7.75 -3.14 2.96
H 5.33 -3.50 3.39
H 3.67 -2.15 2.17
H 4.75 2.62 -1.32
H 5.20 4.94 -0.66
H 4.74 5.68 1.66
H 3.85 4.08 3.30
H 2.93 2.02 3.87
H 4.07 0.80 3.30
H 2.43 0.88 2.63
H 2.86 1.90 -2.19
H 2.90 1.94 -4.64
H 3.92 0.05 -5.89
H 4.85 -1.87 -4.67
H 5.13 -3.11 -2.74
H 4.28 -2.67 -1.26
H 5.92 -2.09 -1.53
```

The energy relative to the best compared isomer or geometry (same formula, charge and spin) comes out at 5.91 kJ/mol. As for the total charge: +1. Its calculated total energy is -3333.02660 Ha. The HOMO-LUMO gap is 7.9 eV. The multiplicity is 1.

Mulliken atomic charge list, values in e, 6 entries: 1.4222, -0.5847, 0.3654, -0.6966, 0.6296, -0.7849


Record 3
Density functional theory data (wB97M-V/def2-TZVPD) for a molecular structure, C25H37ClN2O2SiY in a non-equilibrium geometry.

Geometry as XYZ:
```
69
C25H37ClN2O2SiY, DFT wB97M-V/def2-TZVPD
Y -0.71 0.01 0.25
Cl -2.77 1.12 1.94
N 0.10 2.21 -0.05
N -0.20 -2.31 0.25
C -0.84 2.98 -0.59
C -0.84 -3.10 -0.58
C 1.15 3.11 0.49
C 0.44 4.46 0.50
C 2.32 3.14 -0.47
C 1.58 2.63 1.87
H 2.00 3.46 -1.47
H 2.79 2.16 -0.55
H 3.07 3.86 -0.11
H 0.71 2.37 2.48
H 2.15 3.42 2.36
H 2.22 1.74 1.79
C 0.74 -3.13 1.06
C 0.65 -4.49 0.38
C 0.24 -3.18 2.50
C 2.14 -2.55 0.99
H 2.46 -2.47 -0.06
H 2.83 -3.21 1.52
H 2.20 -1.55 1.45
H -0.73 -3.69 2.53
H 0.11 -2.16 2.91
H 0.96 -3.73 3.11
O -0.45 -4.36 -0.59
H 0.38 -5.32 1.05
H 1.55 -4.75 -0.19
O -0.73 4.27 -0.38
H 1.02 5.30 0.09
H 0.06 4.73 1.50
C -2.00 2.40 -1.36
C -1.94 -2.65 -1.49
C -1.51 -1.34 -2.11
H -2.84 -2.50 -0.87
H -2.15 -3.43 -2.23
C -1.81 -0.13 -1.47
C -1.55 1.13 -2.04
H -2.39 -0.26 -0.01
C -0.80 1.16 -3.23
C -0.39 -0.05 -3.79
C -0.41 2.47 -3.85
C -0.74 -1.30 -3.28
H 0.21 -0.02 -4.69
C -0.28 -2.57 -3.92
H 0.21 -2.34 -4.87
H -1.12 -3.25 -4.12
H 0.44 -3.11 -3.29
H -1.26 3.16 -3.91
H -0.04 2.29 -4.86
H 0.39 2.97 -3.29
H -2.36 3.15 -2.08
H -2.81 2.20 -0.64
C 1.54 -0.84 5.56
Si -0.08 0.04 5.27
C -1.47 -0.86 6.15
C 0.04 1.80 5.92
C -0.56 0.11 3.47
C -1.41 0.47 2.64
H 1.72 -0.92 6.64
H 2.38 -0.29 5.11
H 1.54 -1.86 5.14
H -1.41 -0.71 7.24
H -2.44 -0.48 5.81
H -1.43 -1.94 5.95
H 0.97 2.28 5.59
H -0.80 2.40 5.57
H 0.03 1.80 7.02
```

The energy relative to the best compared isomer or geometry (same formula, charge and spin) comes out at 300.18 kJ/mol. As for the total charge: -1. Its calculated total energy is -2022.58600 Ha. The HOMO-LUMO gap (alpha / beta) is 4.2 / 2.3 eV. The multiplicity is 1.

Mulliken atomic charge list, values in e, 6 entries: -0.9946, -0.0787, -0.4767, -0.1699, 0.7401, 0.6114


Record 4
Density functional theory data (wB97M-V/def2-TZVPD) for a molecular structure, C29H24FN6O3Tl.

Geometry as XYZ:
```
64
C29H24FN6O3Tl, DFT wB97M-V/def2-TZVPD
Tl -1.01 -1.46 2.24
C 3.41 2.46 -3.11
C 3.97 2.51 -1.71
C 5.49 2.41 -1.69
C 6.01 2.65 -0.28
C 5.31 1.76 0.70
C 5.91 1.46 1.92
C 5.30 0.60 2.81
F 5.90 0.35 3.97
C 4.10 -0.02 2.53
C 3.49 0.27 1.32
C 2.24 -0.41 0.99
O 1.71 -1.27 1.71
C 1.63 -0.04 -0.27
C 2.28 0.85 -1.12
N 3.41 1.44 -0.81
C 4.07 1.17 0.41
C 0.37 -0.73 -0.68
O 0.66 -1.45 -1.65
O -0.71 -0.60 -0.09
H 3.93 3.22 -3.70
H 2.35 2.70 -3.17
H 3.59 1.50 -3.59
H 3.68 3.45 -1.22
H 5.89 3.15 -2.38
H 5.80 1.42 -2.06
H 5.85 3.69 0.00
H 7.08 2.48 -0.23
H 6.87 1.90 2.17
H 3.65 -0.71 3.22
H 1.84 1.07 -2.08
N -8.22 5.57 0.42
C -7.68 4.57 0.53
C -7.00 3.30 0.66
C -7.72 2.12 0.63
C -7.06 0.90 0.74
C -5.69 0.89 0.90
C -4.96 2.07 0.94
C -5.61 3.28 0.81
N -5.00 -0.36 1.01
C -5.39 -1.45 1.77
C -4.45 -2.41 1.54
N -3.51 -1.94 0.65
C -3.87 -0.71 0.35
H -8.80 2.14 0.50
H -7.61 -0.03 0.69
H -3.89 2.04 1.09
H -5.06 4.21 0.84
H -6.26 -1.42 2.39
H -4.41 -3.41 1.94
H -3.36 -0.06 -0.33
N -1.92 -3.32 -1.21
C -0.73 -3.81 -0.98
C -0.08 -4.62 -1.97
C 1.16 -5.15 -1.68
C 1.72 -4.86 -0.44
C 1.02 -4.02 0.46
N -0.16 -3.51 0.23
H -2.37 -3.51 -2.09
H -2.44 -2.76 -0.47
H -0.57 -4.81 -2.91
H 1.67 -5.77 -2.39
H 2.69 -5.25 -0.16
H 1.48 -3.77 1.41
```

The energy relative to the best compared isomer or geometry (same formula, charge and spin) comes out at 0.00 kJ/mol. As for the total charge: +2. Its calculated total energy is -1945.60157 Ha. The HOMO-LUMO gap (alpha / beta) is 4.9 / 5.2 eV. The multiplicity is 1.

Mulliken atomic charge list, values in e, 6 entries: 0.8722, -1.9200, 0.5684, -0.9257, -0.9478, 1.1136


Record 5
Density functional theory data (wB97M-V/def2-TZVPD) for a molecular structure, C4H8S2 in a non-equilibrium geometry.

Geometry as XYZ:
```
14
C4H8S2, DFT wB97M-V/def2-TZVPD
C -3.03 0.36 0.31
C -0.38 -0.22 -0.04
C 2.07 0.05 -0.32
C 3.40 -0.30 -0.12
H -4.04 0.15 0.10
H -2.69 0.58 1.45
H -2.93 1.16 -0.35
H -0.19 0.45 -0.98
H -0.83 0.23 0.93
H 1.82 1.11 -1.02
H 4.29 0.40 -0.62
H 3.60 -1.30 0.83
S -2.05 -1.31 -0.42
S 0.96 -1.35 0.24
```

The energy relative to the best compared isomer or geometry (same formula, charge and spin) comes out at 554.65 kJ/mol. As for the total charge: 0. Its calculated total energy is -953.37538 Ha. The HOMO-LUMO gap is 9.1 eV. The multiplicity is 1.

Mulliken atomic charge list, values in e, 6 entries: -0.9308, -0.4308, 0.0515, -0.5051, 0.3494, 0.2542


Record 6
Density functional theory data (wB97M-V/def2-TZVPD) for 10 unconnected molecules or ions with the total composition C14H48O17 in a non-equilibrium geometry.

Geometry as XYZ:
```
79
C14H48O17, DFT wB97M-V/def2-TZVPD
O -21.34 5.68 13.64
C -22.36 4.72 13.77
C -22.05 3.36 13.09
O -22.97 2.36 13.54
H -21.67 6.38 13.01
H -22.58 4.63 14.83
H -23.36 5.18 13.41
H -21.03 3.03 13.28
H -22.31 3.44 12.01
H -22.46 1.54 13.69
O -18.17 3.13 10.30
C -18.81 4.21 9.66
C -20.21 4.45 10.12
O -20.51 5.73 9.71
H -18.19 2.36 9.69
H -18.23 5.02 9.87
H -18.76 3.93 8.63
H -20.37 4.33 11.22
H -21.04 3.90 9.67
H -21.48 5.77 9.57
O -19.14 7.99 9.12
C -19.96 8.83 8.39
C -19.09 9.86 7.64
O -19.95 10.82 7.13
H -19.62 7.15 9.25
H -20.45 8.21 7.61
H -20.84 9.20 8.96
H -18.50 9.33 6.91
H -18.28 10.24 8.29
H -20.09 11.50 7.81
O -19.69 10.82 15.20
C -19.47 9.45 15.65
C -18.38 8.72 14.86
O -18.74 7.27 14.95
H -20.19 10.77 14.42
H -19.38 9.45 16.75
H -20.34 8.86 15.41
H -17.46 9.18 15.21
H -18.51 9.01 13.82
H -18.74 7.02 15.85
O -22.39 7.33 11.74
C -22.13 8.71 11.89
C -20.74 8.99 12.26
O -20.55 10.28 12.51
H -22.73 7.13 10.88
H -22.17 9.18 10.96
H -22.85 9.11 12.57
H -20.05 8.59 11.51
H -20.52 8.37 13.11
H -20.68 10.67 11.61
O -15.55 7.71 15.69
C -15.74 6.40 15.26
C -14.45 5.63 15.24
O -14.74 4.36 14.75
H -14.72 7.99 15.30
H -16.44 6.05 16.02
H -16.36 6.46 14.39
H -13.83 5.49 16.08
H -13.74 6.16 14.69
H -13.98 3.74 14.88
O -18.94 4.44 14.36
C -18.83 3.99 15.77
C -20.14 4.42 16.57
O -19.85 4.35 17.95
H -19.81 4.73 14.16
H -18.80 2.91 15.72
H -17.91 4.14 16.29
H -20.99 3.95 16.22
H -20.35 5.49 16.41
H -19.50 3.48 18.08
O -18.44 6.52 12.11
H -19.19 6.05 11.69
H -18.77 6.73 12.97
O -16.68 7.26 9.73
H -16.28 7.67 8.94
H -17.57 7.55 9.75
O -16.71 4.03 12.94
H -17.57 4.44 13.09
H -16.43 3.88 13.84
```

The energy relative to the best compared isomer or geometry (same formula, charge and spin) comes out at 656.93 kJ/mol. The SMILES is OCCO.OCCO.OCCO.OCCO.OCCO.OCCO.OCCO.O.O.O. As for the total charge: 0. Its calculated total energy is -1841.01651 Ha. The HOMO-LUMO gap is 8.6 eV. The multiplicity is 1.

Mulliken atomic charge list, values in e, 6 entries: -0.2166, -0.3799, -0.2368, -0.5996, 0.0247, 0.2901